80
Properties=species:S:1:pos:R:3 method="wB97M-V/def2-TZVPD" orbital_gap_ev=6.864 homo_ha=-0.373 total_energy_ev=-68653.6319 de_lowest_kj_mol=0.0 total_charge=+1
C 4.397 2.791 -0.099
C 3.015 3.425 -0.013
O 2.022 2.390 -0.112
C 0.946 2.614 0.724
N -0.238 1.751 0.325
C -0.831 2.480 -0.864
O -1.707 3.496 -0.520
N -1.473 4.651 -1.397
O -2.353 5.378 -1.331
C -1.135 1.663 1.613
C -1.108 2.934 2.577
N -1.364 4.260 2.049
C -2.620 1.499 1.244
C -3.449 0.391 1.912
C -4.752 0.203 1.208
F -5.429 -0.915 1.572
C -5.371 1.077 0.377
F -6.488 1.731 0.604
F -4.865 1.431 -0.802
C -0.428 0.651 2.584
S -1.199 0.307 4.185
O -0.020 -0.590 2.025
C 0.850 -0.442 0.964
F 1.121 -1.692 0.577
F 2.010 0.100 1.374
C 0.152 0.316 -0.189
C -1.135 -0.507 -0.487
C -0.979 -1.875 -1.184
C -1.621 -2.996 -0.339
C -1.101 -4.373 -0.753
N 0.180 -4.675 -0.140
C 1.291 -5.018 -0.855
C 2.332 -5.213 0.010
C 1.819 -4.982 1.310
C 0.495 -4.670 1.192
C 0.888 0.342 -1.552
C 2.141 -0.526 -1.723
O 3.136 -0.349 -1.067
N 2.056 -1.479 -2.769
C 3.099 -2.510 -2.607
C 2.310 -0.741 -4.033
H 4.671 2.386 0.872
H 4.361 1.969 -0.813
H 5.108 3.547 -0.424
H 2.930 3.959 0.937
H 2.878 4.125 -0.841
H 1.260 2.458 1.754
H 0.625 3.655 0.625
H 0.001 2.925 -1.416
H -1.309 1.808 -1.569
H -0.214 2.948 3.202
H -1.916 2.711 3.272
H -2.148 4.705 2.502
H -0.571 4.874 2.168
H -2.747 1.340 0.178
H -3.148 2.439 1.407
H -2.924 -0.560 2.013
H -3.734 0.719 2.917
H 0.494 1.115 2.937
H -1.824 -0.842 3.903
H -1.801 0.074 -1.121
H -1.721 -0.688 0.406
H -1.514 -1.869 -2.136
H 0.038 -2.191 -1.401
H -2.708 -2.975 -0.418
H -1.308 -2.821 0.692
H -1.821 -5.142 -0.468
H -0.948 -4.406 -1.831
H 1.276 -5.097 -1.929
H 3.343 -5.484 -0.239
H 2.369 -5.034 2.235
H -0.216 -4.414 1.959
H 0.204 0.120 -2.370
H 1.273 1.324 -1.813
H 4.053 -2.177 -3.019
H 2.780 -3.378 -3.186
H 3.188 -2.825 -1.573
H 3.228 -0.151 -3.932
H 1.500 -0.032 -4.212
H 2.394 -1.444 -4.855

---

74
Properties=species:S:1:pos:R:3 method="wB97M-V/def2-TZVPD" orbital_gap_ev=4.834 homo_ha=-0.362 total_energy_ev=-64307.4834 total_charge=+1
C 8.035 -1.121 0.821
C 6.598 -0.862 0.230
C 5.522 -2.011 0.277
C 6.259 0.338 -0.315
C 4.784 0.886 -0.395
C 4.309 0.998 -1.892
C 2.854 1.614 -2.094
C 2.127 2.024 -0.760
C 1.950 0.710 -3.053
C 1.590 -0.695 -2.376
O 0.229 -1.123 -2.629
P -0.627 -1.498 -1.283
O 0.192 -2.087 -0.179
O -1.616 -0.295 -0.730
C -1.070 1.033 -0.884
C -2.298 1.970 -1.270
C -3.476 1.861 -0.226
C -3.811 3.220 0.512
S -4.049 4.661 -0.611
C -2.648 5.737 -0.166
N -2.751 7.021 0.227
N -1.470 7.413 0.471
C -0.649 6.393 0.228
O -1.355 5.261 -0.180
O -1.666 -2.723 -1.768
C -2.769 -2.750 -0.816
C -3.443 -4.158 -0.728
C -4.603 -4.237 0.350
C -4.299 -3.472 1.669
C -5.118 -2.423 2.251
C -4.685 -1.751 3.487
C -3.434 -2.099 4.153
C -2.593 -3.179 3.587
C -3.040 -3.823 2.374
H 8.479 -0.135 1.124
H 8.724 -1.608 0.082
H 7.964 -1.778 1.728
H 4.884 -1.925 1.198
H 4.880 -2.010 -0.643
H 6.054 -2.996 0.347
H 7.107 0.977 -0.688
H 4.135 0.253 0.259
H 4.834 1.902 0.095
H 4.343 -0.016 -2.369
H 5.049 1.670 -2.411
H 2.999 2.577 -2.668
H 2.782 2.674 -0.111
H 1.868 1.138 -0.107
H 1.176 2.592 -0.913
H 1.020 1.305 -3.291
H 2.543 0.586 -3.995
H 2.273 -1.448 -2.852
H 1.874 -0.599 -1.302
H -0.332 1.149 -1.710
H -0.717 1.390 0.116
H -2.686 1.557 -2.248
H -1.975 3.018 -1.496
H -4.413 1.481 -0.717
H -3.241 1.112 0.586
H -2.961 3.417 1.224
H -4.751 3.061 1.099
H 0.449 6.476 0.378
H -3.542 -1.977 -1.072
H -2.301 -2.561 0.193
H -2.678 -4.939 -0.450
H -3.884 -4.507 -1.702
H -4.945 -5.286 0.545
H -5.491 -3.716 -0.120
H -6.065 -2.105 1.759
H -5.312 -0.923 3.912
H -3.073 -1.565 5.087
H -1.628 -3.428 4.095
H -2.401 -4.628 1.938
Na -4.020 -1.022 6.818

---

85
Properties=species:S:1:pos:R:3 method="wB97M-V/def2-TZVPD" orbital_gap_ev=9.633 homo_ha=-0.442 total_energy_ev=-68435.1662 total_charge=+1
N 4.722 2.970 3.715
C 4.724 2.917 2.276
O 5.582 3.488 1.617
C 3.647 2.120 1.563
C 2.419 1.755 2.420
C 1.195 2.619 2.093
C 0.956 3.650 3.262
C -0.539 3.639 3.637
N -1.131 3.017 2.408
C -0.172 1.928 2.026
H 5.183 3.848 3.935
H 5.383 2.266 4.038
H 4.129 1.249 1.130
H 3.315 2.750 0.744
H 2.640 1.806 3.478
H 2.166 0.718 2.199
H 1.263 3.171 1.160
H 1.645 3.631 4.096
H 1.109 4.626 2.793
H -0.784 3.009 4.481
H -0.825 4.676 3.741
H -2.071 2.668 2.621
H -1.080 3.737 1.694
H -0.453 1.685 1.004
H -0.321 1.027 2.609
C 3.494 0.795 -2.244
C 2.936 -0.383 -3.017
O 1.979 -0.919 -2.083
C 1.604 0.063 -1.259
O 0.698 -0.024 -0.485
O 2.377 1.158 -1.403
H 3.781 1.630 -2.877
H 4.340 0.523 -1.610
H 2.417 -0.093 -3.916
H 3.686 -1.127 -3.263
C 3.325 -3.920 -7.597
C 4.084 -4.152 -6.307
O 3.916 -2.897 -5.628
C 2.807 -2.305 -6.114
O 2.302 -1.333 -5.642
O 2.341 -2.954 -7.195
H 2.847 -4.818 -7.979
H 3.943 -3.483 -8.381
H 3.642 -4.941 -5.697
H 5.137 -4.368 -6.461
C -3.087 -1.147 5.653
C -1.868 -0.305 5.949
O -1.741 0.472 4.738
C -2.958 0.521 4.155
O -3.220 1.228 3.221
O -3.819 -0.305 4.740
H -3.676 -1.366 6.539
H -2.840 -2.079 5.145
H -2.020 0.373 6.790
H -0.972 -0.892 6.126
C -5.490 2.120 9.055
C -4.121 2.517 9.565
O -3.524 1.247 9.856
C -4.146 0.308 9.109
O -3.784 -0.819 9.001
O -5.240 0.821 8.502
H -5.878 2.792 8.295
H -6.225 2.025 9.855
H -3.521 3.021 8.805
H -4.156 3.136 10.457
C -1.448 -1.596 -3.793
C -1.916 -1.762 -2.363
O -2.598 -3.020 -2.407
C -2.105 -3.731 -3.452
O -2.336 -4.872 -3.664
O -1.303 -2.950 -4.226
H -0.503 -1.063 -3.876
H -2.193 -1.103 -4.423
H -1.086 -1.832 -1.658
H -2.590 -0.972 -2.042
C -1.113 -3.432 -8.447
C -1.532 -2.008 -8.159
O -1.456 -1.402 -9.451
C -1.582 -2.379 -10.387
O -1.724 -2.187 -11.546
O -1.518 -3.605 -9.807
H -1.605 -4.158 -7.803
H -0.033 -3.568 -8.380
H -2.560 -1.941 -7.797
H -0.871 -1.503 -7.458